No. 1
81
Properties=species:S:1:pos:R:3:mulliken_charge:R:1 method="wB97M-V/def2-TZVPD" homo_ev=-1.4 max_force_ev_per_a=6.13 gap_ev=3.24 multiplicity=1 total_charge=-1
O -5.108 1.607 3.390 -0.246
O -5.070 2.887 3.148 -0.279
C -4.037 3.574 3.951 0.021
N -4.759 4.276 5.086 -0.484
S -3.743 4.442 6.504 -0.354
H -4.295 1.131 3.031 0.282
H -3.146 2.891 4.283 0.190
H -3.606 4.438 3.249 -0.148
H -2.419 4.103 6.180 0.032
F -1.340 6.241 3.085 -0.317
C -1.758 6.986 2.053 0.198
C -1.886 8.361 2.209 -0.446
C -2.315 9.137 1.133 -0.335
C -2.623 8.527 -0.086 -0.437
C -2.496 7.145 -0.231 -0.377
C -2.056 6.370 0.842 -0.266
H -1.650 8.817 3.165 0.400
H -2.412 10.215 1.242 0.345
H -2.962 9.132 -0.924 0.353
H -2.740 6.671 -1.179 0.348
H -1.943 5.296 0.744 0.514
F 0.595 5.951 -1.160 -0.325
C 1.308 4.862 -0.842 0.329
C 2.290 4.949 0.139 -0.431
C 3.029 3.814 0.473 -0.354
C 2.785 2.606 -0.186 -0.560
C 1.801 2.530 -1.172 0.062
C 1.054 3.662 -1.498 -0.586
H 2.471 5.897 0.634 0.413
H 3.793 3.870 1.244 0.367
H 3.364 1.722 0.073 0.390
H 1.615 1.590 -1.686 0.334
H 0.279 3.619 -2.257 0.412
F 1.279 -0.407 -2.079 -0.362
C 1.786 -1.039 -3.146 0.437
C 2.994 -0.611 -3.685 -0.299
C 3.525 -1.273 -4.792 -0.540
C 2.835 -2.350 -5.355 -0.491
C 1.621 -2.769 -4.809 -0.450
C 1.096 -2.114 -3.695 -0.379
H 3.511 0.232 -3.239 0.434
H 4.472 -0.951 -5.216 0.391
H 3.248 -2.863 -6.221 0.378
H 1.084 -3.605 -5.251 0.376
H 0.158 -2.432 -3.253 0.450
F -2.872 -1.823 3.214 -0.299
C -3.974 -2.268 3.832 0.389
C -4.593 -3.427 3.376 -0.183
C -5.738 -3.894 4.022 -0.476
C -6.257 -3.190 5.111 -0.370
C -5.631 -2.025 5.558 -0.511
C -4.481 -1.565 4.919 -0.294
H -4.180 -3.956 2.523 0.244
H -6.225 -4.803 3.679 0.339
H -7.152 -3.552 5.612 0.355
H -6.040 -1.477 6.404 0.376
H -3.977 -0.666 5.258 0.425
F 1.061 -4.619 -1.780 -0.250
C -0.041 -5.064 -1.162 0.324
C -0.660 -6.223 -1.618 -0.538
C -1.805 -6.690 -0.971 -0.331
C -2.324 -5.986 0.118 -0.445
C -1.699 -4.821 0.565 -0.086
C -0.548 -4.361 -0.075 -0.527
H -0.247 -6.752 -2.470 0.404
H -2.292 -7.599 -1.315 0.355
H -3.220 -6.348 0.619 0.375
H -2.107 -4.272 1.410 0.280
H -0.044 -3.462 0.265 0.445
F 5.539 -3.552 -5.554 -0.257
C 6.323 -3.787 -4.493 0.270
C 5.776 -3.739 -3.215 -0.030
C 6.591 -3.988 -2.111 -0.553
C 7.946 -4.272 -2.296 -0.445
C 8.486 -4.313 -3.582 -0.436
C 7.669 -4.074 -4.687 -0.483
H 4.723 -3.508 -3.090 0.479
H 6.171 -3.961 -1.108 0.367
H 8.582 -4.462 -1.434 0.353
H 9.542 -4.530 -3.724 0.347
H 8.070 -4.111 -5.694 0.399

***

No. 2
82
Properties=species:S:1:pos:R:3:mulliken_charge:R:1 method="wB97M-V/def2-TZVPD" homo_ev=-16.4 max_force_ev_per_a=2.03 gap_ev=5.22 multiplicity=1 total_charge=+3
W -0.506 0.198 0.046 -1.066
C -1.733 -2.116 -2.364 -1.312
C -1.876 -0.808 -3.094 1.341
C -2.846 -0.664 -4.075 -0.860
C -2.896 0.481 -4.854 -0.950
C -1.938 1.466 -4.694 -0.920
C -0.944 1.360 -3.725 1.140
C 0.133 2.392 -3.669 -1.676
C -0.950 0.231 -2.886 -0.399
N 0.072 0.076 -1.866 1.425
C 1.371 0.003 -2.352 -0.589
O 1.719 -0.250 -3.472 -0.483
C 2.339 0.266 -1.209 0.649
C 3.722 0.336 -1.303 -0.691
C 4.457 0.554 -0.139 -0.730
C 3.797 0.677 1.083 -0.799
C 2.411 0.608 1.094 0.767
N 1.707 0.426 -0.036 0.603
C 1.506 0.629 2.323 -0.541
O 1.898 0.757 3.447 -0.480
N 0.202 0.426 1.894 1.823
C -0.809 0.176 2.902 -0.563
C -0.831 -1.055 3.586 0.998
C 0.301 -2.032 3.479 -1.509
C -1.883 -1.307 4.458 -0.838
C -2.887 -0.372 4.655 -1.008
C -2.790 0.877 4.066 -0.748
C -1.738 1.186 3.214 1.272
C -1.550 2.602 2.756 -1.641
H -1.956 -2.927 -3.058 0.726
H -2.441 -2.217 -1.533 0.121
H -0.699 -2.248 -2.026 0.098
H -3.537 -1.472 -4.262 0.589
H -3.646 0.579 -5.621 0.501
H -1.935 2.322 -5.350 0.565
H -0.281 3.385 -3.814 0.547
H 0.833 2.209 -4.486 0.404
H 0.692 2.374 -2.733 0.153
H 4.188 0.211 -2.269 0.664
H 5.536 0.605 -0.181 0.528
H 4.333 0.818 2.009 0.665
H 1.017 -1.758 2.701 0.115
H -0.052 -3.049 3.312 0.469
H 0.840 -2.036 4.428 0.475
H -1.897 -2.235 5.009 0.612
H -3.714 -0.590 5.311 0.506
H -3.512 1.646 4.294 0.569
H -2.320 2.925 2.052 0.330
H -0.561 2.768 2.324 0.213
H -1.637 3.246 3.632 0.631
I -3.391 0.067 0.195 0.304
C -3.544 2.194 -0.453 0.715
C -4.786 2.734 -0.595 -0.495
C -4.880 4.089 -0.959 -0.862
C -3.738 4.817 -1.139 -0.807
C -2.459 4.249 -0.941 0.581
C -1.300 5.048 -1.020 -0.979
C -0.070 4.530 -0.722 -1.085
C 0.058 3.175 -0.381 -0.118
C -1.026 2.284 -0.323 1.909
C -2.315 2.865 -0.590 -0.422
H -5.685 2.159 -0.437 0.558
H -5.855 4.534 -1.084 0.454
H -3.801 5.859 -1.416 0.508
H -1.409 6.090 -1.276 0.504
H 0.806 5.159 -0.742 0.504
H 1.067 2.833 -0.135 0.253
C -3.248 -4.764 0.579 -1.381
C -2.598 -3.622 1.370 -0.141
C -1.240 -3.297 0.882 0.055
N -0.803 -2.095 0.596 -0.633
N 0.507 -2.070 0.162 -0.096
C 1.049 -3.273 0.108 0.550
N 2.286 -3.521 -0.297 -0.349
S -0.054 -4.537 0.615 -0.180
H -4.230 -4.975 0.995 0.419
H -2.662 -5.678 0.647 0.468
H -3.372 -4.502 -0.470 0.314
H -2.528 -3.936 2.420 0.369
H -3.230 -2.726 1.337 -0.014
H 2.893 -2.786 -0.624 0.142
H 2.639 -4.464 -0.365 0.253

***

No. 3
81
Properties=species:S:1:pos:R:3:mulliken_charge:R:1 method="wB97M-V/def2-TZVPD" homo_ev=-2.6 e_above_lowest_kj_mol=9.6 max_force_ev_per_a=0.51 gap_ev=6.86 multiplicity=1 total_charge=-2
K 0.837 2.111 -1.888 1.076
O -1.552 0.489 0.090 0.521
C -2.641 1.080 -0.575 2.975
C -2.202 2.283 -1.513 0.082
O -2.802 2.437 -2.584 -0.816
O -1.279 2.993 -1.031 -0.817
C -3.526 1.656 0.528 -0.951
C -3.653 0.953 1.724 -0.160
C -4.446 1.439 2.752 -0.881
C -5.128 2.641 2.603 -0.372
C -5.006 3.347 1.416 -0.945
C -4.209 2.860 0.386 0.110
C -3.421 0.038 -1.380 -0.738
C -4.769 0.204 -1.686 -0.212
C -5.454 -0.746 -2.430 -0.867
C -4.801 -1.882 -2.885 -0.382
C -3.455 -2.051 -2.592 -0.896
C -2.769 -1.102 -1.845 -0.207
H -0.792 0.218 -0.520 -0.491
H -3.097 0.030 1.835 0.467
H -4.528 0.881 3.678 0.389
H -5.744 3.024 3.409 0.376
H -5.524 4.291 1.289 0.386
H -4.108 3.422 -0.535 0.470
H -5.287 1.092 -1.347 0.392
H -6.505 -0.595 -2.656 0.363
H -5.335 -2.627 -3.466 0.358
H -2.927 -2.929 -2.948 0.422
H -1.712 -1.233 -1.637 0.594
O 0.951 0.735 2.832 -0.848
S 0.931 1.761 1.749 1.256
C 2.077 3.072 2.294 -1.029
C 1.305 3.914 3.297 -0.608
C -0.044 4.164 2.624 -0.778
C -0.525 2.822 2.071 0.164
H 2.346 3.653 1.406 0.366
H 2.969 2.571 2.667 0.417
H 1.828 4.844 3.535 0.411
H 1.170 3.349 4.223 0.242
H 0.089 4.872 1.803 0.278
H -0.778 4.592 3.310 0.384
H -1.089 2.892 1.141 -0.569
H -1.096 2.245 2.799 0.308
S 5.973 4.118 -2.267 -0.550
C 4.396 3.651 -2.357 0.113
N 3.276 3.325 -2.415 -0.549
N 0.533 -0.419 -1.407 -1.269
P 1.510 -1.432 -0.838 1.266
C 2.978 -0.760 0.059 0.546
C 3.475 -1.322 1.235 0.114
C 4.569 -0.771 1.892 -0.694
C 5.197 0.350 1.370 -0.589
C 4.721 0.915 0.194 -0.503
C 3.620 0.369 -0.454 -0.255
C 2.362 -2.511 -2.083 -0.333
C 1.915 -2.410 -3.396 -0.571
C 2.498 -3.174 -4.398 -0.613
C 3.536 -4.045 -4.093 -0.352
C 3.993 -4.147 -2.784 -0.743
C 3.408 -3.379 -1.786 -0.132
C 0.800 -2.681 0.313 0.189
C 0.244 -2.218 1.509 0.171
C -0.466 -3.080 2.331 -0.928
C -0.648 -4.409 1.969 -0.562
C -0.112 -4.873 0.777 -0.563
C 0.608 -4.013 -0.044 -0.714
H 2.986 -2.190 1.658 0.317
H 4.919 -1.216 2.816 0.361
H 6.051 0.787 1.875 0.384
H 5.199 1.790 -0.234 0.139
H 3.312 0.885 -1.358 0.329
H 1.106 -1.710 -3.584 0.388
H 2.148 -3.087 -5.420 0.373
H 3.995 -4.638 -4.875 0.352
H 4.809 -4.818 -2.544 0.377
H 3.772 -3.450 -0.766 0.387
H 0.363 -1.181 1.803 0.375
H -0.889 -2.702 3.254 0.461
H -1.214 -5.078 2.608 0.343
H -0.259 -5.905 0.477 0.374
H 1.014 -4.384 -0.978 0.321